Entry 1:
Formula: C29H65N2O9
Source: OMol25
Level of theory: the ωB97M-V functional and the def2-TZVPD basis

Properties
Kohn-Sham gap: 4.2 eV
charge: -1
E_LUMO: 1.82 eV
E: -1930.30223 Eh
HOMO: -2.393 eV

Each line ends with the Löwdin charge.
Geometry (Å):
C  2.572  0.576  -2.656  -0.12
C  1.924  1.854  -3.328  -0.25
C  2.316  3.124  -2.445  -0.21
C  1.176  3.539  -1.428  -0.21
C  0.537  4.938  -1.722  -0.22
C  -0.213  4.948  -3.115  -0.21
C  -1.533  5.818  -3.076  -0.21
C  -2.687  5.132  -2.260  -0.22
C  -3.864  4.551  -3.175  -0.20
C  -5.193  4.749  -2.374  -0.22
C  -6.397  3.837  -2.812  -0.22
C  -6.021  2.366  -3.195  -0.35
N  -6.976  1.463  -2.502  -0.20
O  -6.576  0.149  -2.885  -0.19
C  -5.988  -0.498  -1.832  -0.33
N  -5.690  -1.256  -1.007  0.11
H  3.658  0.770  -2.464  0.07
H  2.082  0.429  -1.667  0.07
H  2.446  -0.322  -3.307  0.07
H  0.817  1.775  -3.405  0.09
H  2.332  1.995  -4.356  0.09
H  3.195  2.783  -1.837  0.09
H  2.683  3.969  -3.077  0.10
H  0.381  2.750  -1.487  0.11
H  1.651  3.552  -0.416  0.09
H  -0.188  5.249  -0.924  0.09
H  1.366  5.695  -1.685  0.11
H  0.505  5.391  -3.855  0.10
H  -0.414  3.892  -3.414  0.10
H  -1.220  6.797  -2.622  0.10
H  -1.861  6.013  -4.130  0.10
H  -3.077  5.886  -1.533  0.10
H  -2.307  4.273  -1.646  0.11
H  -3.590  3.492  -3.366  0.09
H  -3.815  5.153  -4.119  0.10
H  -5.051  4.684  -1.263  0.11
H  -5.512  5.814  -2.555  0.10
H  -7.031  4.275  -3.623  0.09
H  -7.078  3.757  -1.920  0.09
H  -6.216  2.246  -4.300  0.09
H  -4.993  2.041  -2.876  0.08
C  -4.808  -5.745  3.124  -0.12
O  -3.519  -5.163  3.218  -0.19
C  -2.597  -5.729  2.292  -0.20
C  -2.380  -4.816  1.097  -0.21
O  -3.550  -4.720  0.299  -0.20
C  -4.253  -3.495  0.508  -0.13
H  -5.496  -5.138  3.713  0.09
H  -5.164  -5.774  2.091  0.09
H  -4.792  -6.760  3.538  0.08
H  -2.929  -6.720  1.967  0.12
H  -1.646  -5.847  2.822  0.12
H  -1.599  -5.249  0.463  0.10
H  -2.043  -3.824  1.418  0.13
H  -3.703  -2.668  0.056  0.07
H  -4.410  -3.297  1.572  0.08
H  -5.223  -3.570  0.022  0.06
C  -0.431  3.820  2.136  -0.10
O  0.963  3.548  2.186  -0.21
C  1.699  4.607  2.785  -0.21
C  2.086  4.271  4.214  -0.21
O  0.945  4.210  5.061  -0.19
C  0.552  2.878  5.349  -0.11
H  -0.947  2.903  1.851  0.10
H  -0.814  4.149  3.105  0.08
H  -0.633  4.585  1.380  0.08
H  1.136  5.545  2.743  0.13
H  2.612  4.734  2.194  0.12
H  2.727  5.070  4.601  0.12
H  2.653  3.335  4.255  0.12
H  1.267  2.417  6.039  0.09
H  0.474  2.274  4.441  0.08
H  -0.426  2.910  5.830  0.09
C  3.147  -5.464  -3.050  -0.12
O  2.080  -4.579  -3.342  -0.19
C  0.814  -5.104  -2.951  -0.20
C  0.328  -4.472  -1.659  -0.20
O  1.144  -4.855  -0.556  -0.20
C  2.048  -3.831  -0.170  -0.10
H  4.083  -4.923  -3.194  0.09
H  3.106  -5.822  -2.018  0.08
H  3.126  -6.316  -3.738  0.09
H  0.855  -6.194  -2.859  0.12
H  0.107  -4.859  -3.749  0.13
H  -0.682  -4.835  -1.449  0.11
H  0.282  -3.382  -1.751  0.13
H  1.503  -3.021  0.327  0.09
H  2.599  -3.434  -1.026  0.09
H  2.762  -4.255  0.537  0.08
C  4.268  -4.204  3.280  -0.11
O  4.692  -3.406  2.186  -0.21
C  4.681  -2.016  2.492  -0.20
C  6.082  -1.500  2.768  -0.20
O  6.609  -2.048  3.973  -0.19
C  7.543  -3.087  3.733  -0.11
H  4.486  -5.246  3.043  0.09
H  4.792  -3.938  4.202  0.08
H  3.188  -4.096  3.425  0.09
H  4.015  -1.807  3.335  0.13
H  4.284  -1.499  1.613  0.13
H  6.035  -0.415  2.906  0.12
H  6.746  -1.704  1.923  0.13
H  8.478  -2.668  3.344  0.09
H  7.152  -3.828  3.031  0.08
H  7.750  -3.581  4.682  0.09

---

Entry 2:
Formula: C29H67CsN5O4PSSi5Te
Source: OMol25
Level of theory: the ωB97M-V functional and the def2-TZVPD basis

Properties
Kohn-Sham gap: 5.0 eV
charge: -2
ΔE to the lowest compared entry with this formula, charge and spin: 2.5500 eV
E_LUMO: 3.52 eV
E: -4195.34726 Eh
HOMO: -1.480 eV

Each line ends with the Löwdin charge.
Geometry (Å):
Cs  -1.343  0.738  -1.402  1.04
C  -3.672  -0.946  3.762  0.00
C  -4.192  0.294  3.144  -0.36
N  -4.998  1.147  3.702  0.09
N  -5.208  2.098  2.756  0.00
C  -4.522  1.851  1.607  -0.85
S  -4.567  2.756  0.239  0.56
N  -3.855  0.681  1.880  -0.10
N  -3.017  0.028  1.014  0.02
H  -4.152  -1.081  4.726  0.08
H  -2.591  -0.883  3.896  0.08
H  -3.897  -1.801  3.122  0.07
H  -5.799  2.893  2.928  0.14
H  -3.550  -0.487  0.296  -0.06
H  -2.414  -0.623  1.509  0.09
C  -0.690  2.725  3.282  -0.19
Si  1.181  3.024  2.896  0.42
C  2.087  1.607  3.827  -0.18
C  1.614  4.603  3.939  -0.21
C  1.590  3.180  1.087  -0.45
Si  3.172  2.421  0.466  0.40
C  3.677  3.065  -1.270  -0.19
C  3.117  0.512  0.252  -0.18
C  4.763  2.677  1.541  -0.19
Si  0.936  4.679  0.226  0.46
C  -0.769  5.307  0.822  -0.18
C  2.032  6.281  0.325  -0.19
C  0.638  4.452  -1.662  -0.31
C  1.321  5.181  -2.636  -0.09
C  1.020  5.023  -3.975  -0.08
C  0.012  4.135  -4.325  -0.08
C  -0.612  3.444  -3.299  -0.22
N  -0.311  3.586  -2.018  -0.01
H  -0.832  2.046  4.122  0.01
H  -1.182  2.291  2.416  0.00
H  -1.208  3.650  3.519  0.01
H  2.585  1.963  4.726  0.02
H  2.837  1.162  3.190  -0.02
H  1.405  0.815  4.118  0.00
H  1.334  4.534  4.989  0.01
H  1.108  5.467  3.517  -0.01
H  2.681  4.803  3.890  0.01
H  2.898  2.834  -1.987  0.00
H  4.606  2.626  -1.626  0.02
H  3.798  4.142  -1.266  0.00
H  2.198  0.194  -0.236  0.01
H  3.150  0.008  1.212  0.00
H  3.949  0.133  -0.338  0.02
H  4.978  3.730  1.703  0.01
H  5.646  2.213  1.107  0.01
H  4.608  2.231  2.516  0.00
H  -0.719  5.567  1.873  0.00
H  -1.519  4.536  0.709  0.01
H  -1.110  6.184  0.280  0.02
H  2.137  6.566  1.368  0.01
H  1.638  7.141  -0.215  0.01
H  3.033  6.077  -0.047  0.00
H  2.095  5.870  -2.332  0.09
H  1.546  5.587  -4.739  0.10
H  -0.274  3.983  -5.359  0.10
H  -1.410  2.746  -3.527  0.07
C  -2.337  -4.071  0.860  -0.06
C  -3.030  -4.004  -0.489  -0.36
O  -2.761  -2.783  -1.125  -0.29
P  -3.982  -1.788  -1.619  0.10
O  -3.308  -0.524  -1.988  -0.76
Te  -5.777  -1.896  -0.117  0.48
O  -4.394  -2.429  -3.094  -0.28
C  -5.188  -3.567  -3.223  -0.37
C  -4.395  -4.747  -3.773  -0.07
H  -2.604  -4.989  1.377  0.08
H  -2.648  -3.225  1.471  0.06
H  -1.258  -4.035  0.721  0.03
H  -4.124  -4.101  -0.357  0.03
H  -2.674  -4.822  -1.128  0.10
H  -6.013  -3.329  -3.913  0.11
H  -5.642  -3.818  -2.247  0.04
H  -4.033  -4.527  -4.775  0.07
H  -5.018  -5.638  -3.810  0.07
H  -3.529  -4.944  -3.149  0.05
C  2.177  0.833  -4.245  -0.16
O  0.821  0.473  -4.203  -0.16
H  2.738  0.195  -4.939  0.08
H  2.639  0.787  -3.257  0.07
H  2.228  1.864  -4.596  0.07
H  0.754  -0.380  -3.751  0.03
C  0.674  -5.723  -1.962  -0.21
Si  1.396  -3.939  -1.650  0.40
C  0.871  -3.005  -3.251  -0.19
C  3.278  -4.282  -1.851  -0.21
C  0.943  -2.978  -0.165  -0.37
Si  1.482  -3.275  1.559  0.40
C  3.393  -3.426  1.702  -0.20
C  0.891  -4.862  2.548  -0.21
C  0.852  -1.862  2.704  -0.19
H  1.120  -6.230  -2.817  0.00
H  -0.400  -5.677  -2.134  -0.01
H  0.830  -6.353  -1.089  0.00
H  0.907  -3.627  -4.144  0.02
H  1.525  -2.153  -3.422  0.00
H  -0.149  -2.644  -3.142  0.02
H  3.538  -4.720  -2.813  0.01
H  3.612  -4.962  -1.075  0.00
H  3.843  -3.363  -1.743  0.01
H  -0.002  -2.439  -0.257  -0.07
H  3.709  -4.427  1.421  0.00
H  3.785  -3.223  2.696  0.01
H  3.862  -2.736  1.011  0.00
H  0.920  -5.732  1.894  0.00
H  -0.138  -4.755  2.887  -0.01
H  1.502  -5.089  3.422  0.00
H  1.011  -0.893  2.241  0.00
H  1.340  -1.849  3.675  0.02
H  -0.217  -1.973  2.881  0.00

---

What is the E_LUMO in the first record? 1.82 eV

---

What is the formula in the second record? C29H67CsN5O4PSSi5Te

---

Which value of HOMO does entry 1 give? -2.393 eV